[1]
The ion C2H4N3 with charge +1. Source: the Open Molecules 2025 dataset; level of theory: ωB97M-V with the def2-TZVPD basis set.

Each line ends with the natural charge from an NBO analysis.
Geometry (Å):
1 C 1.23677 -0.05183 -0.10884  0.748
2 C -1.31981 0.44036 0.15403  0.034
3 N -1.01923 -0.93449 0.17534  -0.357
4 N -0.01233 -0.04290 -0.16753  -0.298
5 N 2.35903 -0.04350 0.21995  -0.470
6 H -1.81672 0.84529 -0.59177  0.210
7 H -1.30956 1.19537 1.06158  0.241
8 H -1.40901 -1.55402 -0.54081  0.409
9 H 3.29087 0.14570 -0.20195  0.483

The spin multiplicity is 1. The gap between HOMO and LUMO is 10.732 eV. As for the strongest force on any atom: 5.63 eV Å⁻¹. As for the net charge: +1. Its LUMO energy is -4.797 eV. The value obtained for the energy above the lowest of the compared OMol25 structures with the same formula, charge and spin is 4.100 eV.



[2]
A structure of composition C23H22BrN2O2. Source: the Open Molecules 2025 dataset; level of theory: ωB97M-V with the def2-TZVPD basis set.

Each line ends with the natural charge from an NBO analysis.
Geometry (Å):
1 C 7.07790 3.31308 -1.95524  -0.259
2 O 6.45814 2.01000 -2.00070  -0.479
3 C 5.09703 1.90928 -1.98988  0.372
4 C 4.60544 0.57808 -1.92953  -0.267
5 C 3.26195 0.36505 -1.71662  -0.142
6 C 2.36422 1.44509 -1.55292  -0.121
7 C 0.95723 1.13192 -1.36387  0.438
8 O 0.23704 2.28360 -1.31024  -0.442
9 C -1.14591 2.19659 -1.35325  0.310
10 C -1.82594 0.95099 -1.31831  -0.115
11 C -3.23618 1.04639 -1.43816  -0.171
12 C -3.84663 2.27756 -1.70372  -0.216
13 C -3.10697 3.45138 -1.86984  -0.157
14 C -1.72576 3.42176 -1.67716  -0.230
15 C -1.07588 -0.28841 -1.34066  0.059
16 C 0.32921 -0.10943 -1.19397  -0.416
17 C 2.85251 2.76511 -1.76440  -0.135
18 C 4.19401 3.00733 -1.98301  -0.314
19 H 8.13986 3.08460 -1.94423  0.216
20 H 6.81304 3.89748 -2.84486  0.186
21 H 6.79313 3.86284 -1.04916  0.188
22 H 5.30800 -0.26371 -1.99420  0.244
23 H 2.84001 -0.63703 -1.70186  0.214
24 H -3.82691 0.13797 -1.24964  0.224
25 H -4.93611 2.31894 -1.79982  0.234
26 H -3.57701 4.36610 -2.24558  0.237
27 H -1.10119 4.27123 -1.90278  0.243
28 H -1.49413 -1.21774 -1.91048  0.234
29 H 0.98352 -0.94629 -0.92723  0.242
30 H 2.18754 3.61220 -1.79239  0.230
31 H 4.58044 4.02673 -2.10627  0.237
32 C -2.83697 -3.18313 4.94704  -0.413
33 N -2.51910 -3.64164 3.60139  -0.400
34 C -2.87447 -5.04303 3.57676  -0.411
35 C -2.21348 -2.88679 2.50826  0.243
36 C -1.37681 -1.73681 2.59466  -0.163
37 Br -0.30050 -1.45420 4.13297  0.117
38 C -1.15365 -0.96810 1.47270  0.036
39 N -1.63930 -1.27423 0.24236  -0.402
40 C -2.37794 -2.39637 0.14620  0.072
41 C -2.64339 -3.25123 1.21858  -0.298
42 H -2.84950 -2.08753 5.06593  0.227
43 H -3.83978 -3.58069 5.19150  0.206
44 H -2.12214 -3.61888 5.66859  0.213
45 H -2.63103 -5.53273 2.63302  0.214
46 H -2.31761 -5.55974 4.38310  0.220
47 H -3.95647 -5.16245 3.78175  0.202
48 H -0.53372 -0.06684 1.54424  0.233
49 H -2.78761 -2.64746 -0.83791  0.214
50 H -3.20811 -4.17683 1.05878  0.246

The spin multiplicity is 1. The gap between HOMO and LUMO is 7.579 eV. As for the strongest force on any atom: 2.35 eV Å⁻¹. As for the net charge: +1. Its LUMO energy is -3.200 eV.



[3]
A cluster of 2 separate species, C6H10N2S in total. Source: the Open Molecules 2025 dataset; level of theory: ωB97M-V with the def2-TZVPD basis set.

Each line ends with the natural charge from an NBO analysis.
Geometry (Å):
1 C -1.39168 2.73581 -0.71253  -0.286
2 C -2.26316 3.35680 0.17026  -0.074
3 C -1.45745 1.34870 -0.43701  -0.044
4 C 2.26858 -1.27463 0.72366  -0.862
5 C 0.29628 -1.69296 -2.25601  -0.774
6 C -1.03767 0.04289 -0.87416  -0.332
7 N -2.80221 2.46084 1.03077  -0.226
8 N -2.32232 1.25004 0.64277  -0.286
9 S 0.16117 0.07166 -1.98818  0.422
10 H -0.87094 3.24726 -1.60563  0.239
11 H -2.46917 4.39844 0.25514  0.214
12 H 3.28480 -1.82804 0.84844  0.214
13 H 2.27786 -0.96935 -0.38577  0.204
14 H 2.43293 -0.43100 1.38060  0.223
15 H 1.26520 -1.91169 -2.68922  0.222
16 H -0.53007 -1.89661 -2.91998  0.243
17 H 0.45715 -2.09201 -1.17990  0.257
18 H 1.39202 -1.89671 0.93463  0.219
19 H -2.58587 0.38540 1.08330  0.425

The spin multiplicity is 1. The gap between HOMO and LUMO is 8.228 eV. As for the strongest force on any atom: 3.16 eV Å⁻¹. Its LUMO energy is -0.442 eV. The value obtained for the energy above the lowest of the compared OMol25 structures with the same formula, charge and spin is 2.759 eV.



[4]
The molecule C8H17NO3. Source: the Open Molecules 2025 dataset; level of theory: ωB97M-V with the def2-TZVPD basis set.

Each line ends with the natural charge from an NBO analysis.
Geometry (Å):
1 O -3.44743 0.20304 0.31307  -0.539
2 O 1.45236 0.00441 -1.08561  -0.772
3 O -0.80821 1.27189 -2.20053  -0.726
4 C -2.62963 1.10945 0.11388  0.441
5 N 0.92303 -0.09270 1.48856  -0.484
6 C 1.90569 -1.18838 1.66309  -0.422
7 C 0.88807 0.58378 2.85381  -0.410
8 C -0.14017 -0.77530 -3.25626  -0.626
9 C -1.11692 1.10127 0.72606  -0.501
10 C 0.15507 -0.59414 -0.82867  0.087
11 C -0.76325 -0.09806 -2.05812  0.089
12 C -0.30175 -0.16752 0.64506  -0.065
13 H 1.95803 0.02293 -0.23589  0.494
14 H 0.09712 1.69761 -1.92850  0.495
15 H -2.96745 1.79627 -0.63435  0.149
16 H 2.07614 -1.72170 0.78837  0.202
17 H 2.91359 -0.82700 1.87272  0.202
18 H 1.49471 -1.81950 2.47260  0.181
19 H 0.70268 1.60872 2.82432  0.200
20 H 1.85010 0.43936 3.41142  0.209
21 H 0.13209 0.05076 3.40327  0.179
22 H -0.67921 -0.43254 -4.11306  0.211
23 H -0.22212 -1.85767 -3.20703  0.205
24 H 0.84079 -0.45936 -3.41168  0.219
25 H -1.27887 1.30477 1.74973  0.226
26 H -0.55768 1.95169 0.44259  0.213
27 H 0.31664 -1.68522 -0.90979  0.173
28 H -1.68620 -0.57829 -1.86349  0.180
29 H -1.10722 -0.84859 0.96447  0.190

The spin multiplicity is 1. The gap between HOMO and LUMO is 9.441 eV. As for the strongest force on any atom: 4.23 eV Å⁻¹. Its LUMO energy is 0.722 eV. The value obtained for the energy above the lowest of the compared OMol25 structures with the same formula, charge and spin is 2.164 eV.



[5]
A cluster of 2 separate species, C4H6FOS in total. Source: the Open Molecules 2025 dataset; level of theory: ωB97M-V with the def2-TZVPD basis set.

Each line ends with the natural charge from an NBO analysis.
Geometry (Å):
1 C -3.73578 0.75746 0.34396  0.166
2 C -0.36777 0.25602 -1.80923  -0.693
3 C -0.52964 0.19918 0.62543  -0.470
4 C -0.60972 -0.49967 -0.51714  0.426
5 O -2.74357 1.47212 0.46903  -0.693
6 F -0.60653 -1.90936 -0.77953  -0.374
7 S -4.04320 -0.61656 -0.59130  -0.512
8 H -0.09727 -0.46516 -2.55737  0.214
9 H -1.25510 0.87464 -1.93118  0.253
10 H 0.51310 1.01316 -1.74648  0.194
11 H -4.50866 0.76215 1.09049  0.070
12 H -0.30188 1.26358 0.55074  0.217
13 H -0.72316 -0.15065 1.61837  0.202

The spin multiplicity is 1. The gap between HOMO and LUMO is 7.145 eV. As for the strongest force on any atom: 2.67 eV Å⁻¹. As for the net charge: -1. Its LUMO energy is 3.973 eV. The value obtained for the energy above the lowest of the compared OMol25 structures with the same formula, charge and spin is 0.799 eV.



[6]
The molecule C5H5ClN2O2. Source: the Open Molecules 2025 dataset; level of theory: ωB97M-V with the def2-TZVPD basis set.

Each line ends with the natural charge from an NBO analysis.
Geometry (Å):
1 C -2.53351 -0.12740 0.13637  -0.426
2 C -0.19540 -0.63105 -0.02764  0.017
3 C 0.97326 0.21565 -0.12265  -0.317
4 C 2.25102 -0.31643 -0.03463  0.758
5 C 0.46745 1.46812 -0.16279  0.124
6 H -2.69844 -1.13819 0.46501  0.228
7 H -3.06114 0.29948 -0.79730  0.224
8 H -2.89912 0.59655 0.87687  0.229
9 H -0.33536 -1.72537 -0.03390  0.243
10 H 3.13277 -1.87688 0.02487  0.501
11 N -1.17897 0.24888 -0.14941  -0.116
12 N -0.84483 1.47426 -0.10411  -0.273
13 O 2.24378 -1.62601 -0.27418  -0.672
14 O 3.31748 0.26242 0.27047  -0.604
15 Cl 1.36103 2.87598 -0.06698  0.085

The spin multiplicity is 1. The gap between HOMO and LUMO is 10.137 eV. As for the strongest force on any atom: 5.07 eV Å⁻¹. Its LUMO energy is 0.538 eV. The value obtained for the energy above the lowest of the compared OMol25 structures with the same formula, charge and spin is 1.560 eV.



[7]
A structure of composition C28H24F5HfN4OS2Se. Source: the Open Molecules 2025 dataset; level of theory: ωB97M-V with the def2-TZVPD basis set.

Each line ends with the natural charge from an NBO analysis.
Geometry (Å):
1 Hf 0.45151 0.14609 -0.04386  1.943
2 C 1.12335 -0.10428 5.69508  -0.749
3 S -0.43688 -0.81160 5.10897  0.336
4 C -0.31394 -0.54762 3.33281  -0.018
5 S 0.94300 0.41931 2.62504  -0.325
6 N -1.19058 -1.22164 2.63676  -0.392
7 N -1.28941 -0.87872 1.31560  -0.371
8 C -2.38027 -1.33351 0.78843  0.120
9 C -2.59959 -1.19372 -0.64140  0.130
10 C -3.70506 -1.81748 -1.25867  -0.197
11 C -3.81507 -1.71273 -2.62273  -0.119
12 C -2.94850 -0.85098 -3.29562  -0.224
13 C -1.92625 -0.21716 -2.60110  0.103
14 N -1.69073 -0.45298 -1.31388  -0.514
15 H 1.10742 -0.24726 6.77775  0.248
16 H 1.06629 0.97513 5.48119  0.234
17 H 1.94167 -0.65174 5.20055  0.239
18 H -3.05466 -1.89616 1.47169  0.239
19 H -4.43709 -2.40344 -0.66029  0.251
20 H -4.54435 -2.33109 -3.14688  0.244
21 H -3.14547 -0.72674 -4.34271  0.244
22 H -1.32253 0.46889 -3.03180  0.222
23 O 2.57188 0.11335 0.20216  -0.780
24 C 3.63317 1.05024 0.13340  -0.063
25 C 3.45620 2.34377 0.95668  -0.430
26 C 2.49564 3.35680 0.30439  -0.456
27 C 1.00354 3.45465 0.70128  0.269
28 C 0.51754 4.61218 1.35613  -0.222
29 C -0.83084 4.68149 1.75248  -0.120
30 C -1.66580 3.63728 1.37920  -0.228
31 C -1.12119 2.60412 0.66676  0.053
32 N 0.15620 2.49536 0.33249  -0.564
33 H 2.67435 -0.34059 1.06488  0.556
34 H 3.75016 1.21585 -0.94204  0.220
35 H 4.50749 0.53346 0.52008  0.203
36 H 4.41196 2.78629 0.97001  0.239
37 H 3.15557 2.11454 1.96578  0.232
38 H 2.49935 3.26266 -0.81624  0.249
39 H 2.94781 4.33274 0.50639  0.237
40 H 1.22128 5.37795 1.70371  0.240
41 H -1.19916 5.62589 2.14549  0.244
42 H -2.74252 3.64476 1.67928  0.250
43 H -1.77475 1.74737 0.40219  0.216
44 C 1.43777 1.33690 -4.91372  -0.199
45 C 1.07059 2.35030 -4.06693  -0.229
46 C 0.94108 2.08243 -2.74144  -0.214
47 C 0.99404 0.80860 -2.14880  -0.660
48 C 1.44724 -0.19229 -3.02751  -0.156
49 C 1.64938 0.08697 -4.38463  -0.224
50 H 1.59989 1.49904 -5.96647  0.222
51 H 1.02864 3.36024 -4.41981  0.219
52 H 0.66979 2.95213 -2.14193  0.190
53 H 1.63662 -1.21950 -2.70362  0.222
54 H 1.98218 -0.70541 -5.03501  0.217
55 F -2.92714 -6.24621 1.43791  -0.277
56 C -2.00919 -5.40332 0.97153  0.289
57 C -0.92213 -5.16153 1.80911  0.267
58 F -0.83729 -5.81273 2.93614  -0.265
59 C 0.00744 -4.21716 1.46384  0.385
60 F 0.89164 -3.86157 2.39159  -0.294
61 C -0.02040 -3.61515 0.21788  -0.347
62 Se 1.38475 -2.40085 -0.28923  -0.139
63 C -1.08879 -3.92126 -0.62638  0.373
64 F -1.13674 -3.38190 -1.87028  -0.319
65 C -2.11818 -4.78044 -0.26013  0.240
66 F -3.18195 -4.81801 -1.09150  -0.293

The spin multiplicity is 1. The gap between HOMO and LUMO is 6.869 eV. As for the strongest force on any atom: 3.14 eV Å⁻¹. As for the net charge: +1. Its LUMO energy is -4.049 eV. The value obtained for the energy above the lowest of the compared OMol25 structures with the same formula, charge and spin is 0.865 eV.



[8]
A structure of composition C28H36As2AuSi. Source: the Open Molecules 2025 dataset; level of theory: ωB97M-V with the def2-TZVPD basis set.

Each line ends with the Mulliken spin population.
Geometry (Å):
1 C 0.76560 1.72936 0.07982  0.192
2 C -0.31923 1.64175 -0.91776  0.030
3 C -1.52065 2.10235 -0.26910  0.351
4 H -0.16215 1.56654 -1.99144  0.022
5 C -1.19548 2.49529 1.04554  -0.020
6 C 0.19299 2.29312 1.26991  0.299
7 H 0.74785 2.59731 2.15980  -0.006
8 H 1.82522 1.64989 -0.16635  0.001
9 H -2.48233 2.21510 -0.76141  0.013
10 H -1.87845 2.97082 1.75014  0.004
11 Au -0.12941 -0.37515 -0.03214  0.115
12 C -1.40513 -2.88187 -4.11750  0.058
13 H -2.41018 -2.59810 -3.77803  -0.006
14 H -1.22298 -3.91408 -3.79394  0.002
15 H -1.42040 -2.87543 -5.21968  0.004
16 Si -0.03404 -1.66395 -3.57258  0.033
17 C 1.59268 -1.32825 -4.52273  0.070
18 C 2.23765 -0.10431 -4.25089  0.052
19 H 1.66603 0.75078 -3.88231  0.009
20 C 3.62538 0.01117 -4.32024  -0.007
21 H 4.09797 0.96466 -4.09016  0.000
22 C 4.38834 -1.11439 -4.64710  0.037
23 H 5.47956 -1.04151 -4.62325  0.002
24 C 3.74128 -2.30313 -4.97408  -0.013
25 H 4.33360 -3.15882 -5.27904  0.000
26 C 2.35253 -2.43537 -4.88980  0.047
27 H 1.87179 -3.39736 -5.06186  0.002
28 C -0.98773 -0.05114 -3.91556  0.000
29 C -0.61250 0.75555 -4.98993  -0.003
30 H 0.26025 0.49728 -5.59303  0.002
31 C -1.32337 1.92217 -5.30616  0.003
32 H -0.98876 2.52301 -6.14478  0.000
33 C -2.47475 2.26222 -4.60015  -0.001
34 H -3.06638 3.13538 -4.87902  0.000
35 C -2.90492 1.41879 -3.56621  0.009
36 H -3.83137 1.64160 -3.03421  0.001
37 C -2.17165 0.27254 -3.22714  0.009
38 H -2.52530 -0.34974 -2.39533  -0.004
39 H -0.52513 -1.87446 -2.12810  0.369
40 H 0.98005 -1.63838 -2.44087  0.314
41 C -2.00912 -2.40334 4.40950  0.000
42 As -1.23703 -1.21408 3.05046  0.003
43 C -1.29407 0.46106 4.05195  0.003
44 C 0.67008 -1.65672 3.43274  0.006
45 C 1.22340 -1.36960 4.67972  -0.001
46 C 2.56278 -1.71894 4.93649  0.000
47 C 3.33244 -2.32693 3.93928  0.001
48 C 2.77636 -2.60924 2.68491  -0.001
49 C 1.44756 -2.28690 2.43495  -0.002
50 As 0.64892 -2.49868 0.63292  -0.027
51 C 2.12033 -3.32722 -0.35045  0.013
52 C -0.64051 -3.95018 0.85149  0.011
53 H -3.06916 -2.50719 4.14991  0.000
54 H -1.89091 -1.93963 5.39244  0.000
55 H -1.50929 -3.37593 4.35749  0.000
56 H -1.37067 0.21411 5.11535  0.000
57 H -0.39420 1.03759 3.81623  -0.003
58 H -2.18711 0.98880 3.69464  0.001
59 H 0.61731 -0.88940 5.45835  0.000
60 H 2.98831 -1.50252 5.91979  0.000
61 H 4.36601 -2.59082 4.14302  0.000
62 H 3.38766 -3.06099 1.90673  0.000
63 H 2.59726 -4.08325 0.28488  0.003
64 H 1.69948 -3.78381 -1.25298  -0.005
65 H 2.83960 -2.54403 -0.61677  0.005
66 H -0.32912 -4.57792 1.69429  0.001
67 H -1.63535 -3.52904 1.02931  -0.001
68 H -0.62243 -4.53082 -0.07792  0.003

The spin multiplicity is 3. The gap between HOMO and LUMO (spin up / spin down) is 8.147 / 5.714 eV. As for the strongest force on any atom: 3.37 eV Å⁻¹. As for the net charge: +1. Its LUMO energy (spin up / spin down) is -2.325 / -5.505 eV. The value obtained for the energy above the lowest of the compared OMol25 structures with the same formula, charge and spin is 2.872 eV.



[9]
The molecule C5H7N3. Source: the Open Molecules 2025 dataset; level of theory: ωB97M-V with the def2-TZVPD basis set.

Each line ends with the natural charge from an NBO analysis.
Geometry (Å):
1 C -0.31647 1.00684 2.14373  -0.309
2 C -0.31784 1.65633 0.89039  -0.312
3 C -0.04804 -0.35769 1.95191  -0.082
4 C 0.13750 0.74006 -0.02147  0.236
5 C -0.15085 -0.72732 -1.72957  -0.030
6 N 0.23360 -0.50501 0.61882  -0.196
7 N 0.02976 0.63358 -1.47107  -0.644
8 N 0.37707 -1.50597 -0.33937  -0.484
9 H -0.71292 1.38457 3.07244  0.222
10 H -0.42540 2.69581 0.63157  0.224
11 H -0.12015 -1.27066 2.61702  0.221
12 H -1.27847 -1.02798 -1.76124  0.175
13 H 0.45431 -1.17482 -2.65699  0.213
14 H 0.77984 1.20753 -1.82803  0.396
15 H -0.10406 -2.42165 -0.18216  0.371

The spin multiplicity is 1. The gap between HOMO and LUMO is 8.408 eV. As for the strongest force on any atom: 3.90 eV Å⁻¹. Its LUMO energy is 0.993 eV. The value obtained for the energy above the lowest of the compared OMol25 structures with the same formula, charge and spin is 3.827 eV.



- The highest strongest force on any atom belongs to which entry?
  C2H4N3



- Which of these has the lowest strongest force on any atom?
  C23H22BrN2O2